No. 1
{"formula": "C25H62B3MgO11S4", "method": "wB97M-V/def2-TZVPD", "elements": ["S", "S", "S", "S", "Mg", "O", "O", "O", "O", "O", "O", "O", "O", "O", "O", "O", "C", "C", "C", "C", "C", "C", "C", "C", "C", "C", "C", "C", "C", "C", "C", "C", "C", "C", "C", "C", "C", "C", "C", "C", "C", "B", "B", "B", "H", "H", "H", "H", "H", "H", "H", "H", "H", "H", "H", "H", "H", "H", "H", "H", "H", "H", "H", "H", "H", "H", "H", "H", "H", "H", "H", "H", "H", "H", "H", "H", "H", "H", "H", "H", "H", "H", "H", "H", "H", "H", "H", "H", "H", "H", "H", "H", "H", "H", "H", "H", "H", "H", "H", "H", "H", "H", "H", "H", "H", "H"], "positions_angstrom": [[2.278, -23.971, 8.308], [4.835, -17.468, 7.755], [-3.962, -24.014, -0.833], [-3.998, -27.863, 6.204], [1.112, -24.000, 0.958], [6.247, -17.432, 7.508], [3.452, -23.220, 7.772], [-5.074, -15.378, 1.286], [-2.648, -28.403, 6.473], [-4.748, -25.253, -0.616], [6.181, -16.862, 0.369], [1.840, -25.248, 7.721], [-2.511, -23.949, -0.644], [-5.791, -20.446, 7.451], [4.267, -18.486, 8.638], [-4.193, -26.532, 5.706], [-3.749, -14.341, -0.439], [-5.373, -19.514, 6.777], [-6.107, -29.650, 6.104], [-3.971, -15.240, 0.770], [4.105, -15.789, 8.222], [-4.978, -29.059, 5.269], [-4.979, -21.496, -0.578], [0.819, -22.845, 8.466], [3.840, -16.837, -0.167], [0.959, -24.070, 10.599], [-6.331, -18.490, 6.266], [2.413, -24.248, 10.102], [-5.038, -28.082, 7.733], [-5.515, -22.031, -1.950], [5.547, -17.869, -1.694], [3.040, -15.426, 7.143], [5.298, -17.176, -0.434], [2.556, -16.698, 6.415], [-5.649, -29.529, 7.591], [0.408, -22.813, 9.964], [-4.448, -23.055, -2.405], [-3.966, -19.336, 6.276], [-4.588, -22.689, 0.330], [-2.768, -15.974, 1.314], [3.866, -17.467, 6.126], [0.260, -21.895, 2.838], [1.699, -26.768, 2.534], [2.992, -23.292, -1.175], [3.272, -17.687, 0.211], [-7.174, -18.384, 6.949], [-3.710, -20.190, 5.649], [2.426, -22.402, -0.945], [0.852, -24.061, 11.683], [3.527, -14.839, 6.364], [-5.804, -27.307, 7.765], [3.742, -16.019, 0.547], [-0.092, -21.210, 3.593], [-0.674, -22.774, 10.085], [-6.438, -29.672, 8.329], [4.974, -15.143, 8.101], [-3.019, -16.815, 1.960], [-6.475, -22.512, -1.763], [4.487, -17.131, 5.296], [-4.401, -13.468, -0.473], [-6.952, -28.976, 5.964], [3.751, -15.801, 9.253], [2.902, -23.362, 10.506], [0.800, -26.774, 3.130], [5.063, -17.311, -2.496], [2.364, -24.123, -1.455], [0.749, -21.911, 10.473], [3.053, -25.094, 10.352], [-0.070, -21.575, 1.862], [2.290, -27.633, 2.792], [-2.126, -16.330, 0.508], [3.343, -16.483, -1.070], [2.293, -25.890, 2.738], [-3.933, -22.482, 1.176], [1.072, -21.871, 8.046], [-3.330, -19.278, 7.159], [0.429, -24.965, 10.273], [-5.494, -21.192, -2.645], [-3.823, -14.909, -1.367], [-4.934, -30.338, 7.738], [-5.643, -20.847, -0.007], [-5.355, -28.656, 4.329], [-4.197, -29.782, 5.032], [-2.686, -14.104, -0.451], [-5.486, -23.134, 0.759], [2.176, -14.906, 7.555], [1.929, -16.410, 5.571], [-3.807, -18.376, 5.786], [3.758, -23.192, -1.929], [-0.105, -22.882, 3.076], [1.337, -21.933, 2.795], [6.629, -17.849, -1.826], [-4.110, -20.840, -0.634], [-5.940, -17.512, 5.985], [1.357, -26.688, 1.514], [5.211, -18.906, -1.685], [0.114, -23.216, 7.722], [1.963, -17.340, 7.066], [-4.328, -28.027, 8.558], [3.877, -18.517, 5.835], [-4.827, -23.727, -3.174], [-2.143, -15.329, 1.931], [-3.557, -22.639, -2.874], [-6.714, -18.881, 5.324], [-6.379, -30.681, 5.878], [3.458, -23.605, -0.253]], "forces_ev_per_a": [[1.02, 0.18, -0.80], [-2.90, 0.32, -0.71], [-0.13, 0.88, 1.61], [0.15, -0.85, 1.90], [1.41, 0.23, 0.87], [0.21, 0.24, 0.15], [-2.34, -1.67, 1.13], [1.16, 0.30, -0.63], [-2.36, 0.77, -0.61], [1.46, 2.08, -0.96], [-1.27, -0.49, -1.39], [0.66, 1.84, 0.67], [-1.03, -0.81, -0.86], [0.99, 0.89, -0.55], [0.56, 1.02, -0.79], [0.21, 0.17, -0.26], [0.80, -0.48, 0.21], [-0.75, -0.36, 0.06], [0.18, 1.11, 1.32], [-1.45, -0.25, 0.56], [0.62, -0.37, -0.79], [0.75, -0.98, -1.01], [0.49, -0.16, 0.99], [0.38, 0.29, -0.40], [-0.12, 0.66, 0.17], [0.44, -1.61, 0.05], [-0.93, 0.46, -0.15], [-0.06, 1.69, 0.34], [0.85, -1.53, -0.44], [2.01, 0.26, 1.36], [1.21, -0.17, -0.79], [0.20, -0.84, 0.22], [0.03, 0.95, 2.51], [1.10, -0.67, 0.60], [0.20, 0.87, -0.64], [-0.41, -0.13, -0.90], [-0.54, -0.94, 0.17], [0.24, -0.06, 0.78], [-1.29, -0.65, -1.03], [0.32, -0.26, 0.02], [0.70, -0.89, 0.09], [0.51, -0.72, -1.00], [-0.54, 0.58, 0.32], [-0.93, 0.05, 0.96], [0.16, -0.18, -0.06], [0.00, -0.01, -0.08], [0.31, 0.12, 0.07], [-2.38, 3.82, 0.56], [0.36, 0.12, 0.05], [-0.10, 0.37, 0.21], [0.13, -0.04, -0.05], [0.25, -0.17, 0.21], [-1.27, 2.50, 2.80], [-0.08, -0.16, -0.23], [-0.17, 0.02, -0.21], [-0.09, 0.15, 0.37], [-0.36, 0.06, -0.21], [-0.06, 0.19, -0.48], [0.17, 1.09, 0.37], [0.10, -0.19, 0.11], [-0.36, -0.31, -0.03], [0.04, -0.16, -0.16], [0.56, 0.11, -0.28], [-3.41, 0.22, 2.42], [-0.05, -0.25, -0.15], [-3.11, -3.52, -1.40], [0.48, -0.03, -0.17], [-0.63, -0.29, -0.19], [-1.64, 1.37, -4.20], [2.39, -3.28, 0.25], [0.01, -0.01, -0.08], [0.03, -0.24, -0.20], [2.53, 4.04, 1.16], [0.48, -0.09, -0.55], [0.47, 0.01, 0.33], [0.27, -0.50, -0.01], [-0.44, 0.11, -0.15], [-0.67, -0.22, -0.14], [-0.52, -0.23, 0.02], [0.41, 0.35, 0.32], [-0.65, -0.24, -0.28], [0.28, 0.33, 0.14], [-0.18, -0.31, -0.16], [-0.01, 0.65, 0.12], [-0.15, -0.05, -0.06], [0.26, 0.23, 0.09], [0.36, -0.30, -0.24], [-0.26, -0.27, -0.36], [2.70, 0.55, -2.75], [-1.70, -4.40, 0.92], [4.55, -0.06, 0.02], [-0.02, -0.21, -0.32], [0.30, -0.20, -0.78], [0.32, -0.07, 0.36], [-1.50, -0.01, -5.12], [-0.23, 0.06, 0.02], [-0.35, -0.48, 0.52], [-0.16, 0.12, 0.10], [-0.21, 0.24, 0.07], [-0.96, -0.33, 0.51], [-0.19, -0.39, 0.38], [-0.04, 0.37, -0.11], [0.16, 0.31, 0.68], [-0.18, -0.20, -0.11], [0.09, 0.18, -0.32], [2.19, -1.27, 4.07]], "e_tot_ha": -3684.37059, "charge": -1}

No. 2
{"formula": "C25H62Cl3O28P7S", "method": "wB97M-V/def2-TZVPD", "elements": ["Cl", "Cl", "Cl", "S", "P", "P", "P", "P", "P", "P", "P", "O", "O", "O", "O", "O", "O", "O", "O", "O", "O", "O", "O", "O", "O", "O", "O", "O", "O", "O", "O", "O", "O", "O", "O", "O", "O", "O", "O", "C", "C", "C", "C", "C", "C", "C", "C", "C", "C", "C", "C", "C", "C", "C", "C", "C", "C", "C", "C", "C", "C", "C", "C", "C", "H", "H", "H", "H", "H", "H", "H", "H", "H", "H", "H", "H", "H", "H", "H", "H", "H", "H", "H", "H", "H", "H", "H", "H", "H", "H", "H", "H", "H", "H", "H", "H", "H", "H", "H", "H", "H", "H", "H", "H", "H", "H", "H", "H", "H", "H", "H", "H", "H", "H", "H", "H", "H", "H", "H", "H", "H", "H", "H", "H", "H", "H"], "positions_angstrom": [[-1.489, 3.036, 0.685], [0.881, 0.827, 1.791], [0.524, -2.448, -3.283], [0.628, 2.182, -3.429], [-5.042, -5.003, 5.724], [-1.855, 1.197, -0.339], [6.172, -1.191, -1.610], [-4.416, 2.912, 5.019], [8.016, 4.224, -5.938], [0.891, -4.000, 1.631], [-1.335, -1.432, -2.997], [6.599, -0.270, -0.480], [7.784, -1.354, -2.190], [-5.369, -4.304, 7.172], [-4.398, -6.367, 5.906], [9.616, 4.009, -6.533], [0.282, 3.292, -4.374], [-3.905, 3.585, 3.521], [-0.430, -3.975, 2.730], [6.380, 4.273, -5.407], [-3.876, 4.252, 5.798], [4.530, -1.189, -1.098], [-5.094, 2.298, 6.477], [-6.710, 3.608, -0.022], [2.269, -4.062, 0.601], [-3.519, -4.203, 5.691], [-6.626, -5.671, 5.651], [-1.971, -2.092, -1.532], [0.412, -5.458, 1.051], [0.004, 2.394, -1.888], [-6.269, 3.017, -2.265], [5.780, -0.337, -2.954], [8.478, 5.156, -4.832], [2.104, 2.002, -3.611], [-1.965, -0.094, 0.762], [0.286, -2.870, 0.814], [7.632, 5.062, -7.296], [0.040, 0.642, -3.864], [-3.344, 1.837, 4.982], [0.894, 0.073, -0.994], [3.468, -4.492, 1.248], [-0.245, -4.756, 3.912], [7.150, 6.391, -7.165], [-1.005, 0.439, -2.832], [-6.352, 2.867, 6.838], [-2.903, 4.102, 6.821], [2.547, 2.007, -0.089], [8.058, -2.604, -2.824], [-4.957, 4.200, 2.772], [5.262, 0.979, -2.800], [-0.306, 1.012, -1.466], [-3.494, -3.013, 4.899], [5.520, 3.317, -6.026], [1.777, 0.632, 0.208], [-4.780, 1.582, -3.772], [-7.642, -4.759, 5.236], [-5.333, 1.896, -2.295], [-2.235, 1.284, -3.455], [-0.854, -5.558, 0.416], [-6.993, 2.961, -1.035], [-5.651, -5.139, 8.286], [-3.609, 0.469, -3.595], [3.697, -2.153, -1.743], [9.852, 2.741, -7.145], [-6.675, 2.428, 7.783], [-3.602, -0.169, -4.535], [3.736, -3.791, 2.043], [0.536, -0.999, -0.765], [-2.395, 3.138, 6.782], [-7.097, 2.647, 6.070], [-4.227, -2.293, 5.273], [-7.877, 2.227, -0.970], [2.594, -0.155, 0.397], [2.440, 2.399, -1.147], [4.184, 0.960, -2.977], [4.054, -3.162, -1.522], [4.510, 3.451, -5.637], [-1.559, -6.041, 1.098], [7.926, -3.422, -2.110], [-2.765, -0.632, 0.563], [-3.714, -3.257, 3.856], [7.364, 6.823, -6.187], [-4.452, 2.166, -1.628], [-2.159, 4.893, 6.707], [7.393, -2.750, -3.679], [5.861, 2.305, -5.792], [1.590, -0.044, -1.907], [-1.943, 1.608, -4.519], [-1.147, -4.686, 4.522], [0.602, -4.370, 4.484], [-0.745, -6.182, -0.474], [-7.440, -4.411, 4.220], [-5.874, 0.996, -1.840], [-6.262, 3.950, 6.965], [3.673, 1.820, 0.066], [-2.499, -2.572, 4.959], [9.091, -2.602, -3.173], [-3.886, -0.163, -2.691], [-4.538, 4.614, 1.854], [-1.253, -4.588, 0.116], [-3.387, 4.213, 7.795], [-8.602, -5.277, 5.249], [3.335, -5.492, 1.668], [5.727, 1.625, -3.547], [7.626, 7.007, -7.931], [-2.858, -1.658, -1.466], [-4.377, 2.575, -4.177], [-5.627, 1.208, -4.446], [2.681, -2.045, -1.363], [3.689, -1.992, -2.825], [-2.471, 2.244, -2.892], [2.274, 2.786, 0.711], [-5.415, 5.005, 3.351], [5.455, 1.397, -1.811], [6.070, 6.398, -7.332], [5.504, 3.460, -7.110], [-5.714, 3.456, 2.512], [-6.727, -5.123, 8.481], [-5.330, -6.170, 8.131], [-0.071, -5.805, 3.657], [4.273, -4.518, 0.513], [9.709, 1.941, -6.413], [9.173, 2.595, -7.989], [-7.693, -3.904, 5.916], [-5.131, -4.737, 9.157], [10.880, 2.711, -7.506]], "forces_ev_per_a": [[0.01, -1.54, -0.43], [0.26, -0.45, -0.86], [-1.08, 0.93, 0.86], [4.72, 2.37, -5.13], [2.89, -6.23, 7.14], [-1.38, -0.16, 0.91], [1.07, 9.69, 1.97], [9.36, -1.61, 2.87], [1.35, 9.60, 1.99], [-6.31, 1.64, -7.65], [-0.95, -1.74, -0.68], [-0.35, -1.77, -0.34], [-1.97, -3.03, 0.02], [0.38, 0.99, -0.97], [-0.65, 1.10, -1.27], [-2.07, -2.97, 0.08], [-1.36, -2.86, 3.22], [-3.60, -0.31, 0.65], [3.12, -0.17, 1.49], [1.24, -3.11, -0.76], [-0.89, 0.36, -1.04], [1.25, -3.05, -0.70], [-2.28, 0.76, -2.42], [-0.63, -1.66, -3.46], [0.84, -0.39, 3.50], [-2.48, 1.07, -2.37], [0.70, 2.34, -2.40], [0.52, 1.78, -1.21], [1.40, -0.14, 0.46], [1.21, -1.84, -2.24], [-0.80, -0.59, 1.86], [0.76, -1.35, -0.35], [-0.39, -1.72, -0.39], [-3.28, -0.40, 2.27], [0.63, 1.29, -1.11], [0.96, -0.07, 1.19], [0.59, -1.24, -0.39], [-0.01, 2.41, 2.42], [-1.76, 0.22, -0.39], [0.49, 0.36, -0.38], [0.43, -0.16, -0.01], [-0.24, -0.30, 0.45], [-0.69, 0.30, -0.01], [0.70, 0.62, 0.17], [-0.27, 0.12, 0.38], [-0.03, -0.02, 0.76], [0.93, 0.02, 0.63], [0.29, -0.20, -0.28], [-0.14, 0.33, -0.43], [-0.88, 0.32, 0.01], [-0.88, -1.54, 0.30], [0.22, 0.52, -0.12], [-0.50, -0.09, -0.15], [1.28, -0.13, -0.79], [-0.50, 0.00, 1.05], [-0.47, 0.11, 0.06], [0.52, -0.52, -0.21], [-1.05, -0.53, -0.05], [-0.71, -0.24, 0.25], [0.82, 1.00, 1.97], [-0.64, -0.23, 0.34], [-0.67, 1.44, -0.76], [-0.50, -0.06, -0.16], [0.29, -0.23, -0.27], [0.10, -0.02, -0.10], [0.11, 0.61, 1.40], [0.20, -0.06, -0.06], [0.11, 1.78, -0.03], [-0.16, -0.03, -0.17], [-0.15, 0.02, 0.19], [0.13, 0.16, -0.05], [1.18, 0.82, -0.70], [-1.48, 1.05, -0.20], [-0.07, -0.50, 1.44], [0.08, 0.12, 0.03], [-0.26, -0.06, -0.04], [0.13, 0.02, 0.05], [-0.04, 0.04, -0.09], [0.13, -0.10, -0.13], [0.80, 0.82, 0.15], [0.13, 0.17, -0.05], [0.07, -0.23, 0.04], [-1.04, -0.43, -0.72], [-0.18, 0.01, -0.14], [0.12, -0.11, -0.10], [-0.26, -0.05, -0.05], [-0.83, 0.30, 1.41], [-0.29, -0.62, 1.68], [0.05, 0.00, -0.10], [-0.14, -0.08, 0.17], [0.19, 0.01, 0.13], [-0.25, 0.02, 0.00], [0.84, 0.86, -0.73], [-0.05, 0.00, 0.01], [-1.67, 0.19, -0.27], [-0.10, -0.06, 0.03], [-0.09, 0.08, 0.06], [0.49, 0.68, -1.04], [0.01, -0.10, 0.10], [0.21, 0.10, 0.10], [0.10, -0.04, 0.01], [0.14, -0.04, 0.00], [0.18, -0.05, -0.04], [0.07, -0.21, 0.02], [0.05, -0.22, -0.01], [0.78, -0.64, -0.09], [-0.47, -1.51, 0.36], [1.23, 0.57, 0.99], [0.15, -0.07, 0.07], [-0.02, -0.02, -0.02], [0.61, -1.30, -0.39], [0.17, -1.07, -1.53], [-0.04, 0.11, -0.14], [0.13, -0.22, 0.02], [0.04, 0.09, 0.05], [-0.03, -0.04, -0.01], [-0.02, 0.16, -0.19], [0.05, -0.08, 0.06], [0.04, 0.09, -0.22], [-0.01, -0.01, 0.05], [-0.11, 0.01, 0.02], [0.13, -0.10, -0.12], [0.11, -0.11, -0.10], [-0.04, 0.02, -0.03], [0.01, 0.13, -0.19], [-0.09, 0.08, 0.06]], "e_tot_ha": -7264.24258, "smiles": "C[C@@H](Cl)C[C@@]1(P(O)Cl)OS(=O)(=O)O[C@@]1(CCCCOC=O)P(O)Cl.COP(=O)(OC)OC.COP(=O)(OC)OC.COP(=O)(OC)OC.COP(=O)(OC)OC.COP(=O)(OC)OC"}

In eV, the gap between HOMO and LUMO values for the records above are, in order, 7.092 6.567.